This record from the OMol25 dataset describes a structure of composition C25H36BCaF4O21. The level of theory is ωB97M-V with the def2-TZVPD basis set.

XYZ file:
```
88
Properties=species:S:1:pos:R:3:mulliken_charge:R:1
H -2.440 8.949 8.739 0.1654
H -0.556 11.713 10.190 -0.3609
H -4.519 10.504 9.761 0.3527
O 2.272 10.586 18.337 -0.3964
C 0.727 4.721 17.001 -0.4742
H 0.821 12.804 9.950 0.3501
C -6.302 8.301 16.185 -0.3267
C -1.979 7.555 10.307 0.2533
H 5.156 9.710 18.024 0.3120
C -3.595 12.329 10.644 0.2882
C 3.456 10.359 19.011 0.4493
H 4.330 8.376 18.753 0.3196
O 0.645 10.309 13.369 -0.3649
F -0.509 13.935 16.613 -0.3272
C 2.266 9.998 17.127 0.1444
H -7.006 9.128 16.104 0.2808
H -6.624 7.342 15.781 0.2788
H -3.230 11.226 8.806 0.3274
O -1.648 8.512 13.509 -0.3175
H -5.759 7.044 17.840 0.2958
H 2.701 9.014 20.592 0.1377
H -3.066 9.382 22.167 0.3342
H 0.110 4.477 17.868 0.2373
H -4.760 11.921 8.801 0.5018
H 0.204 6.892 10.571 0.2530
O -4.506 8.727 17.585 -0.2611
O 0.579 11.890 11.802 -0.2658
O 0.447 7.635 15.287 -0.3361
Ca -0.850 9.889 15.364 2.9331
O -0.907 8.800 17.626 0.2059
O 1.365 9.974 16.361 0.1046
C -0.827 6.620 10.801 -0.6084
O -2.248 11.034 13.546 0.0988
C -0.008 4.260 15.744 -0.3125
H -3.185 13.279 10.305 0.2696
C 0.514 11.845 10.358 0.3172
H -0.699 8.568 8.817 0.1247
O -1.899 8.611 11.281 0.1133
H -4.800 13.688 11.651 0.3216
B -0.833 12.608 16.364 -0.0175
C -4.073 8.873 16.328 -0.0086
O 0.088 7.914 19.438 -0.3128
H 2.363 10.671 9.855 0.2525
H 0.686 8.345 21.413 0.2235
H 1.690 4.239 17.168 0.3325
O -0.954 6.790 12.219 -0.2914
H 0.959 10.068 9.123 0.2475
H -0.936 5.573 10.523 0.3464
H -5.629 12.103 11.362 0.3350
C -1.538 7.987 12.446 0.0550
H -0.928 9.794 21.376 0.2469
C -0.884 8.655 18.814 0.1133
O -0.135 5.501 15.083 -0.2866
O -2.625 11.621 11.384 0.1035
C 1.293 10.556 10.038 -0.3855
F -0.144 12.037 15.297 -0.1728
C 0.382 6.521 15.739 0.4966
O -1.770 9.118 19.663 -0.3054
C 0.686 10.650 12.219 0.3564
H -1.010 3.882 15.933 0.2810
H 4.064 11.267 18.988 0.2913
C -0.154 7.906 20.883 -0.4672
O 0.958 9.815 11.199 -0.2931
O -4.202 11.990 12.850 -0.3568
H -3.157 7.774 21.231 0.3592
H 4.174 9.954 20.969 0.4659
C -4.053 11.451 9.489 -1.5346
C -1.704 8.172 8.947 -1.1657
H 2.553 10.725 20.894 0.3805
H -6.501 8.551 18.252 0.3110
O -3.008 9.295 16.009 -0.4682
H -2.231 7.901 22.667 0.4208
H 0.610 3.532 15.220 0.2580
C 3.211 9.969 20.460 -1.3669
C -2.949 11.511 12.697 -0.0012
O -5.104 8.578 15.498 -0.3390
F -0.678 11.747 17.415 -0.0917
O 3.361 9.178 17.004 -0.3735
C -1.349 8.865 20.982 0.4248
C 4.165 9.274 18.158 -0.5278
C -2.568 8.486 21.808 -1.4706
H -1.801 7.498 8.093 0.4647
H -0.484 6.957 21.306 0.3171
O 0.949 6.106 16.884 -0.2590
C -5.767 8.103 17.580 -0.4469
F -2.176 12.527 16.028 -0.4148
H -2.888 6.958 10.367 0.3588
C -4.715 12.604 11.670 -0.5035
```

## Properties
molecular weight: 799.42 g/mol
total charge: +1
HOMO-LUMO gap: 10.95 eV
highest occupied orbital energy: -12.6628 eV